Computed, not measured: a molecular structure, C25H34AlBr4Cl6FLiN3O13S3, with ωB97M-V with the def2-TZVPD basis set.

- total energy (eV) = -454870.8321
- Kohn-Sham gap (eV) = 0.979
- charge = +2
- spin multiplicity = 1

```
91
Properties=species:S:1:pos:R:3:forces:R:3:mulliken_charge:R:1
C -2.21826 -1.88866 -2.61413 0.06 -0.80 -0.23 -1.574
C -1.65260 -3.25809 -3.04314 -0.35 0.60 0.47 0.417
C -2.79116 -4.23956 -3.27774 -0.20 0.16 -0.13 -1.671
C -0.63249 -3.76362 -1.99063 0.39 -0.56 -0.92 0.814
C -0.25791 -5.21906 -2.32085 -0.25 0.29 -0.10 -1.479
C 0.56836 -2.82929 -2.11673 -1.80 -0.56 0.50 -1.234
O 1.72668 -3.41733 -1.38362 1.41 0.82 -0.16 0.007
S 3.11052 -2.68823 -1.76875 1.87 1.06 -0.91 1.411
O 3.15288 -1.31864 -1.39696 -0.78 0.37 0.27 -0.580
O 4.10702 -3.45050 -0.92801 -1.31 -0.92 0.32 -0.592
N 3.42699 -3.04052 -3.25243 -0.39 0.78 0.42 -0.410
S 3.32519 -1.81366 -4.31529 -0.86 -0.77 -1.49 1.062
O 2.27602 -0.88533 -4.07278 0.22 0.43 0.83 -0.463
O 3.32222 -2.40205 -5.61405 0.65 -0.34 -0.20 -0.574
Br 5.28563 -0.76518 -4.23493 -0.03 0.06 0.35 -0.229
H -2.59592 -1.96283 -1.59589 0.00 0.22 0.11 0.356
H -3.06129 -1.65678 -3.25859 -0.01 0.32 -0.03 0.487
H -1.46093 -1.11413 -2.70354 -0.10 0.26 0.10 0.328
H -1.13599 -3.09458 -3.99345 0.16 -0.25 -0.06 0.277
H -3.51187 -3.79622 -3.96270 -0.04 0.09 -0.04 0.483
H -2.47271 -5.16526 -3.74627 0.06 -0.17 0.13 0.400
H -3.33368 -4.45313 -2.35705 0.05 -0.12 0.11 0.327
H -1.08847 -3.69024 -1.00366 0.09 0.04 0.15 0.363
H -0.31904 -5.35453 -3.39868 0.23 -0.11 -0.10 0.355
H 0.74228 -5.51061 -2.00919 0.01 -0.09 0.14 0.004
H -0.98094 -5.89881 -1.88129 0.04 -0.12 0.09 0.407
H 0.79071 -2.71304 -3.17057 0.59 0.05 0.02 0.562
H 0.30681 -1.89528 -1.63368 0.53 0.28 -0.04 0.385
C 2.50625 0.78052 1.45664 -0.24 -0.02 -0.03 0.168
Br 0.77445 1.59694 1.48872 0.10 0.06 0.00 0.078
Br 3.91625 2.06870 1.75477 0.08 0.01 -0.08 -0.056
Br 2.62564 -0.69201 2.70180 0.21 0.14 -0.02 -0.054
H 2.65511 0.37713 0.46448 0.11 0.00 0.00 -0.081
C -5.84728 2.29670 1.22549 -0.07 -0.10 -0.12 -0.804
C -4.70131 2.63871 1.83441 -0.32 0.14 0.08 -0.026
C -3.41503 1.90458 1.56736 0.09 -0.34 -0.24 1.022
O -2.41031 2.28098 2.14800 0.01 0.28 0.02 -0.557
C -3.43341 0.78392 0.64644 0.15 0.09 0.09 -0.911
C -4.58005 0.44213 0.04235 0.32 -0.14 0.01 0.213
C -5.86383 1.19119 0.28643 -0.21 0.40 0.29 0.887
O -6.85239 0.82431 -0.31752 0.10 -0.24 -0.16 -0.616
O -4.67442 -0.56979 -0.80761 -0.23 0.07 0.00 -0.503
O -4.61551 3.63157 2.70436 0.13 -0.31 -0.29 -0.465
H -6.77753 2.81584 1.40688 0.01 0.02 0.02 0.479
H -2.50599 0.25329 0.47784 -0.01 -0.02 -0.02 0.606
H -5.61097 -0.59029 -1.09196 -0.04 -0.01 -0.01 0.365
H -3.68344 3.67897 2.99482 -0.05 0.26 0.21 0.386
Li 5.83129 -2.77182 -0.11965 1.14 -0.46 -0.44 0.807
F 8.30180 -3.52981 -0.62175 -1.39 0.47 0.23 -0.643
C -4.98118 8.07582 3.22302 0.03 0.46 0.03 -0.334
C -3.79164 7.83710 2.31920 -0.20 -0.29 -0.30 -0.264
O -2.73019 7.47978 3.21913 -0.12 0.15 0.20 -0.316
S -3.33399 6.68750 4.46987 -0.29 0.32 -0.28 1.053
O -3.18664 5.29216 4.24855 0.21 -0.14 0.21 -0.506
O -2.86652 7.29374 5.65765 0.23 -0.10 0.14 -0.556
O -4.86502 7.06716 4.23798 0.15 -0.22 -0.19 -0.293
H -4.93155 9.05442 3.70268 0.01 0.00 -0.01 0.287
H -5.92874 7.97494 2.70226 -0.05 -0.20 0.12 0.317
H -3.51669 8.71568 1.74368 0.21 0.03 0.14 0.313
H -3.96621 6.99732 1.64338 -0.03 0.02 -0.01 0.234
C -1.16832 -1.85235 3.31540 -0.14 -0.01 0.23 0.039
Cl -1.46906 -0.12643 3.47139 -0.04 -0.22 0.07 0.007
Cl -0.09674 -2.39101 4.61652 0.04 -0.05 -0.05 -0.102
Cl -2.68425 -2.73551 3.39727 0.11 0.08 -0.08 -0.029
Cl -0.38751 -2.16365 1.74215 -0.08 -0.11 -0.19 0.101
N 6.20267 -1.83263 -7.65404 0.04 -0.06 -0.17 0.208
C 5.30685 -1.90465 -8.66713 -0.11 0.07 0.16 -0.033
C 5.97881 -2.37406 -9.82647 0.14 -0.06 -0.06 -0.490
C 7.28938 -2.58355 -9.47637 -0.09 -0.03 -0.13 -0.455
C 7.41414 -2.24078 -8.10377 0.00 0.07 0.19 -0.112
H 5.99274 -1.52581 -6.71430 -0.08 -0.03 0.15 0.110
H 4.27558 -1.62769 -8.51199 -0.02 -0.03 -0.03 0.405
H 5.52948 -2.53274 -10.79170 -0.07 0.02 0.02 0.416
H 8.08368 -2.94069 -10.10919 0.05 0.00 0.05 0.422
H 8.27020 -2.26464 -7.44797 0.04 -0.02 -0.05 0.396
Al 2.79335 -4.93673 -0.21342 0.06 -0.91 0.65 0.496
C -5.91246 -2.83871 5.57176 -0.07 0.03 0.07 -0.249
Cl -5.87759 -3.33559 3.86989 -0.08 -0.01 0.02 -0.157
Cl -4.46615 -3.34686 6.44893 -0.03 0.01 0.02 -0.137
H -5.98431 -1.75892 5.61376 0.07 0.01 -0.05 0.249
H -6.77614 -3.29322 6.04086 0.01 -0.08 -0.03 0.303
N 4.66878 3.43946 5.17011 0.02 0.02 0.16 0.184
C 5.50661 4.16780 5.95220 0.02 0.01 -0.15 -0.202
C 5.02323 4.12572 7.27768 -0.07 -0.05 0.07 -0.383
C 3.88100 3.35284 7.26972 0.08 0.05 0.07 -0.486
C 3.67415 2.92835 5.93949 -0.04 -0.05 -0.17 -0.127
H 4.76327 3.29671 4.17657 -0.05 -0.04 -0.02 0.096
H 6.36988 4.65887 5.53344 0.02 0.03 0.05 0.396
H 5.47389 4.61138 8.12594 0.05 0.03 -0.03 0.416
H 3.25460 3.11006 8.11063 -0.04 -0.03 -0.03 0.409
H 2.90124 2.31282 5.50754 -0.03 0.00 0.04 0.438
```
Forces are in eV/Å.

Computed, not measured: a molecular structure, C33H41AsCuN7O3, with ωB97M-V with the def2-TZVPD basis set.

- total energy (eV) = -156932.7600
- Kohn-Sham gap (spin up / spin down) (eV) = 7.795 / 7.383
- energy relative to the best compared isomer or geometry (same formula, charge and spin) (eV) = 0.066
- charge = +1
- spin multiplicity = 2

```
86
Properties=species:S:1:pos:R:3:forces:R:3:lowdin_spin:R:1
Cu -0.86427 -0.51785 1.38114 0.16 0.02 0.02 0.707
C -0.27903 -3.43480 1.25273 -0.01 -0.01 -0.05 0.000
N 0.65892 -4.51423 1.01919 0.01 -0.01 0.00 0.001
C 1.30878 -4.30032 -0.27979 0.01 0.01 0.04 0.000
N 2.03385 -3.02764 -0.31981 0.01 -0.04 0.09 0.003
C 1.09501 -1.95120 -0.08354 -0.10 -0.01 0.16 0.000
N 0.40231 -2.10478 1.23880 0.07 -0.05 0.04 0.059
C 1.46297 -2.13653 2.29353 -0.02 -0.03 -0.09 0.002
N 2.41216 -3.20854 2.06921 0.00 -0.01 -0.02 0.005
C 1.68698 -4.48385 2.06034 0.00 0.02 -0.02 0.000
C 3.03254 -3.02409 0.75068 -0.05 -0.02 0.00 0.000
H -0.75505 -3.55830 2.22753 0.00 -0.01 0.01 0.000
H -1.04404 -3.43847 0.47665 0.11 -0.02 0.13 0.000
H 0.55039 -4.30505 -1.06427 -0.02 0.01 -0.01 0.000
H 2.00946 -5.11511 -0.46297 0.00 -0.01 0.00 0.000
H 0.33763 -1.92209 -0.86417 0.00 -0.02 0.13 -0.001
H 1.61897 -0.99257 -0.08485 -0.04 -0.04 0.04 0.000
H 0.97149 -2.28209 3.25475 -0.03 0.00 0.05 0.000
H 1.97423 -1.17435 2.29379 0.00 0.02 -0.01 0.000
H 1.21526 -4.63575 3.03331 0.00 0.00 0.00 0.000
H 2.39546 -5.29358 1.88511 0.01 0.00 0.00 0.000
H 3.74416 -3.83202 0.57939 0.00 -0.01 0.01 0.000
H 3.56878 -2.07378 0.73671 0.00 0.02 0.00 0.000
C -2.22415 0.96351 -7.91525 -0.02 -0.03 0.01 0.000
C -1.48770 1.98540 -7.33285 0.01 0.02 0.04 0.000
C -1.39144 2.07776 -5.95081 0.03 -0.02 -0.03 0.000
C -2.04103 1.14912 -5.14455 0.00 0.02 -0.03 0.000
C -2.79007 0.13342 -5.73266 -0.01 0.03 0.01 0.000
C -2.87311 0.03449 -7.11445 0.00 0.01 -0.03 0.000
As -1.94244 1.16275 -3.19955 0.01 -0.09 -0.07 0.000
C -1.03339 2.83739 -2.84204 0.03 0.04 -0.11 0.000
C -1.58155 4.11175 -2.86983 0.09 0.01 -0.10 0.000
C -0.81374 5.19861 -2.47412 -0.02 0.01 0.00 0.000
C 0.48705 5.00258 -2.02383 0.01 0.00 -0.02 0.000
C 1.03904 3.73104 -1.99624 0.00 -0.01 -0.02 0.000
C 0.28795 2.63989 -2.42422 -0.01 0.01 0.00 0.000
C 0.76584 1.24537 -2.53171 0.01 0.02 -0.01 0.000
C 2.06954 0.80993 -2.30545 0.01 -0.05 0.01 0.000
C 2.40630 -0.51397 -2.54763 -0.01 0.06 -0.12 0.000
C 1.44906 -1.41183 -3.00984 0.03 0.11 -0.23 0.000
C 0.14236 -0.98930 -3.21491 0.01 -0.02 -0.05 0.000
C -0.19473 0.33485 -2.98003 -0.03 0.00 0.04 0.000
H -2.29708 0.89427 -8.99282 0.00 0.00 0.01 0.000
H -0.98312 2.71286 -7.95589 0.00 0.00 0.00 0.000
H -0.80472 2.87175 -5.50459 -0.01 0.00 0.00 0.000
H -3.31963 -0.58156 -5.11198 0.01 0.01 0.00 0.000
H -3.45351 -0.76032 -7.56525 0.00 0.01 0.01 0.000
H -2.60044 4.26336 -3.20854 -0.01 0.00 0.00 0.000
H -1.22919 6.19771 -2.51026 0.00 -0.01 -0.01 0.000
H 1.07963 5.85118 -1.70673 0.00 0.00 0.00 0.000
H 2.05908 3.59705 -1.65799 0.00 0.00 0.00 0.000
H 2.82817 1.50242 -1.96134 0.00 0.01 -0.02 0.000
H 3.42331 -0.84868 -2.38665 -0.01 -0.02 0.00 0.000
H 1.72401 -2.44079 -3.20212 0.01 0.01 0.01 0.000
H -0.60635 -1.69398 -3.56281 0.03 0.03 -0.03 0.000
N -1.93449 1.80700 0.14358 0.26 -0.22 0.01 0.000
C -2.10072 3.12519 0.04300 -0.23 0.02 0.09 0.001
C -1.22236 3.72087 0.92554 0.02 0.04 0.07 0.002
C -0.54373 2.65746 1.52346 0.14 -0.10 -0.13 0.004
N -0.96827 1.49564 1.02570 -0.38 0.14 0.06 0.035
H -2.30549 0.99670 -0.37407 -0.06 0.12 0.12 0.000
H -2.82345 3.54668 -0.63498 0.04 -0.04 0.09 0.000
H -1.08243 4.77341 1.09672 -0.01 -0.01 -0.01 0.000
H 0.25378 2.66840 2.24625 -0.01 -0.01 0.02 0.000
C -2.45455 -1.87383 -0.76157 0.03 0.05 0.03 0.014
O -1.89163 -0.74741 -0.15866 -0.06 0.02 -0.03 0.115
H -3.08676 -1.55288 -1.59665 -0.01 0.00 0.00 0.007
H -3.08413 -2.45812 -0.07702 0.02 0.00 -0.01 0.000
H -1.70078 -2.55514 -1.18755 -0.03 0.06 -0.05 0.002
O 1.11441 0.85561 3.55644 0.01 0.00 -0.01 -0.001
C 0.08121 0.32554 3.98852 -0.09 -0.10 -0.07 0.002
O -0.77088 -0.36411 3.37313 0.08 0.06 -0.05 0.041
C -0.19579 0.48454 5.48998 0.03 -0.02 0.05 0.002
N 0.94000 1.32818 6.02475 -0.08 -0.07 0.07 0.001
C 1.68525 0.51442 7.04865 -0.01 0.00 -0.01 0.000
C 0.63377 -0.45962 7.55406 -0.01 -0.01 -0.02 0.000
C -0.12326 -0.82985 6.27804 0.03 0.02 0.01 0.000
H -1.13601 1.00981 5.64254 0.00 0.01 0.01 0.000
H 0.61033 2.20771 6.41119 -0.01 0.00 0.01 0.000
H 1.48890 1.50724 5.15301 0.08 0.04 -0.04 0.000
H 2.11423 1.17264 7.79879 0.00 0.01 0.00 0.000
H 2.48687 -0.00217 6.52340 0.00 0.01 -0.01 0.000
H -0.02714 0.03083 8.27149 0.00 0.00 0.00 0.000
H 1.08572 -1.31897 8.04432 0.00 0.00 0.01 0.000
H -1.11394 -1.23544 6.46303 0.00 0.01 0.00 0.000
H 0.44040 -1.57140 5.70840 -0.01 0.00 0.00 0.000
```
Forces are in eV/Å.